No. 1
Here is a cluster of 8 separate species, C24H56N8O8 in total in a non-equilibrium geometry from OMol25. Energies are from the ωB97M-V functional and the def2-TZVPD basis.

## Properties
Kohn-Sham gap = 8.23 eV
Maximum force = 2.4 eV Å⁻¹
SMILES = CNC(C)=O.CNC(C)=O.CNC(C)=O.CNC(C)=O.CNC(C)=O.CNC(C)=O.CNC(C)=O.CNC(C)=O

CARTESIAN COORDINATES (ANGSTROEM)
C  -1.772  -0.182  -3.823
N  -2.446  -1.180  -3.021
C  -3.496  -1.974  -3.412
C  -3.944  -1.917  -4.868
O  -3.889  -2.858  -2.685
H  -2.360  0.094  -4.686
H  -0.790  -0.529  -4.169
H  -1.585  0.696  -3.201
H  -2.041  -1.346  -2.112
H  -4.071  -0.881  -5.196
H  -4.914  -2.383  -4.968
H  -3.171  -2.415  -5.449
C  -0.606  1.715  2.493
N  -1.238  3.009  2.609
C  -2.430  3.194  3.247
C  -2.909  4.641  3.371
O  -3.136  2.264  3.654
H  -1.341  0.966  2.782
H  0.213  1.600  3.215
H  -0.222  1.594  1.485
H  -0.626  3.830  2.490
H  -2.844  5.165  2.427
H  -2.413  5.118  4.220
H  -3.938  4.561  3.721
C  -1.201  -5.988  0.985
N  -0.520  -5.567  -0.247
C  -1.056  -4.863  -1.285
C  -0.072  -4.302  -2.258
O  -2.192  -4.482  -1.292
H  -2.221  -5.622  0.996
H  -0.663  -5.556  1.833
H  -1.188  -7.077  1.041
H  0.445  -5.843  -0.311
H  0.262  -3.414  -1.690
H  -0.522  -3.965  -3.177
H  0.898  -4.789  -2.417
C  1.716  1.360  -0.668
N  1.657  0.163  0.139
C  0.770  -0.847  -0.061
C  0.953  -2.027  0.872
O  0.040  -0.879  -1.033
H  2.724  1.508  -1.061
H  1.499  2.215  -0.015
H  1.016  1.411  -1.491
H  2.373  0.069  0.831
H  1.367  -1.629  1.810
H  1.607  -2.834  0.557
H  -0.006  -2.458  1.162
C  -4.933  -0.666  2.580
N  -5.127  -1.567  1.481
C  -4.253  -2.520  1.076
C  -2.884  -2.607  1.720
O  -4.507  -3.211  0.130
H  -5.079  0.364  2.215
H  -3.930  -0.701  2.961
H  -5.702  -0.711  3.357
H  -5.934  -1.517  0.885
H  -2.857  -3.065  2.711
H  -2.427  -1.604  1.747
H  -2.217  -3.161  1.068
C  4.303  -4.633  1.719
N  2.984  -4.515  2.348
C  2.700  -3.566  3.313
C  1.376  -3.695  4.022
O  3.451  -2.614  3.593
H  4.783  -5.555  2.052
H  4.944  -3.831  2.078
H  4.248  -4.534  0.637
H  2.439  -5.360  2.404
H  1.004  -2.728  4.323
H  1.608  -4.214  4.964
H  0.692  -4.351  3.489
C  2.739  5.534  -5.076
N  3.685  4.656  -4.427
C  3.728  4.449  -3.107
C  4.833  3.540  -2.609
O  2.876  4.836  -2.356
H  2.152  5.995  -4.286
H  2.046  4.961  -5.689
H  3.283  6.266  -5.660
H  4.186  3.964  -4.957
H  4.912  3.499  -1.540
H  5.787  3.849  -3.061
H  4.668  2.563  -3.084
C  3.008  4.285  1.615
N  2.180  4.798  0.574
C  0.927  5.207  0.798
C  0.111  5.525  -0.427
O  0.435  5.212  1.933
H  2.715  3.285  1.929
H  2.962  4.946  2.487
H  4.058  4.363  1.335
H  2.505  4.657  -0.373
H  0.548  6.377  -0.956
H  -0.910  5.746  -0.154
H  0.165  4.687  -1.124


No. 2
Here is a cluster of 8 separate species, C24H56N8O8 in total in a non-equilibrium geometry from OMol25. Energies are from the ωB97M-V functional and the def2-TZVPD basis.

## Properties
Kohn-Sham gap = 9.44 eV
Maximum force = 4.8 eV Å⁻¹
SMILES = CNC(C)=O.CNC(C)=O.CNC(C)=O.CNC(C)=O.CNC(C)=O.CNC(C)=O.CNC(C)=O.CNC(C)=O

CARTESIAN COORDINATES (ANGSTROEM)
C  3.791  23.075  28.221
N  4.035  21.712  28.778
C  3.365  20.632  28.621
C  2.187  20.586  27.678
O  3.776  19.642  29.186
H  4.548  23.745  28.630
H  2.840  23.513  28.523
H  3.897  22.921  27.147
H  4.889  21.462  29.256
H  1.569  19.931  28.292
H  2.472  20.105  26.742
H  1.691  21.532  27.462
C  4.601  28.399  17.028
N  3.792  29.594  16.859
C  4.207  30.842  16.821
C  3.125  31.816  16.476
O  5.387  31.254  16.893
H  4.541  28.045  18.057
H  5.593  28.707  16.696
H  4.010  27.643  16.511
H  2.798  29.416  16.883
H  3.252  32.297  15.506
H  3.184  32.600  17.231
H  2.145  31.341  16.430
C  3.101  34.082  25.955
N  4.162  34.651  25.143
C  3.942  34.762  23.797
C  5.136  35.232  22.983
O  2.913  34.352  23.259
H  2.643  33.206  25.495
H  2.292  34.809  26.026
H  3.459  33.694  26.909
H  4.940  35.177  25.515
H  5.399  34.688  22.076
H  6.023  35.211  23.617
H  4.850  36.236  22.668
C  -1.963  24.703  18.772
N  -2.478  24.882  17.459
C  -2.042  25.875  16.700
C  -2.752  25.895  15.316
O  -1.158  26.670  16.976
H  -0.882  24.570  18.736
H  -2.545  23.981  19.345
H  -2.076  25.588  19.398
H  -3.291  24.414  17.085
H  -1.971  25.663  14.591
H  -3.025  26.945  15.208
H  -3.614  25.234  15.232
C  -3.513  36.210  19.960
N  -2.735  35.017  20.407
C  -3.324  33.796  20.535
C  -2.504  32.513  20.674
O  -4.548  33.651  20.598
H  -4.540  36.099  19.613
H  -2.956  36.698  19.161
H  -3.676  36.797  20.864
H  -1.731  35.108  20.334
H  -1.453  32.667  20.427
H  -2.886  31.685  20.078
H  -2.636  32.201  21.710
C  10.709  28.056  27.761
N  9.464  28.631  28.183
C  9.299  29.608  29.049
C  7.894  30.105  29.150
O  10.195  30.177  29.718
H  10.601  27.417  26.884
H  11.243  27.518  28.544
H  11.291  28.881  27.352
H  8.710  28.542  27.517
H  7.906  31.187  29.018
H  7.468  29.920  30.136
H  7.246  29.759  28.344
C  3.245  28.233  23.163
N  4.530  28.761  22.831
C  5.793  28.383  23.178
C  6.866  29.299  22.615
O  6.006  27.368  23.864
H  2.730  27.877  22.270
H  2.590  29.028  23.520
H  3.395  27.428  23.882
H  4.461  29.517  22.165
H  7.803  28.782  22.408
H  7.126  30.075  23.335
H  6.518  29.836  21.732
C  6.596  16.724  21.511
N  6.093  18.107  21.613
C  6.862  19.167  21.790
C  6.215  20.488  21.640
O  8.037  19.140  21.896
H  6.537  16.348  20.489
H  6.015  15.971  22.043
H  7.644  16.541  21.748
H  5.103  18.249  21.757
H  5.538  20.728  22.459
H  5.743  20.471  20.657
H  6.960  21.281  21.574


No. 3
Here is a cluster of 8 separate species, C24H56N8O8 in total in a non-equilibrium geometry from OMol25. Energies are from the ωB97M-V functional and the def2-TZVPD basis.

## Properties
Kohn-Sham gap = 8.77 eV
Maximum force = 2.1 eV Å⁻¹
SMILES = CNC(C)=O.CNC(C)=O.CNC(C)=O.CNC(C)=O.CNC(C)=O.CNC(C)=O.CNC(C)=O.CNC(C)=O

CARTESIAN COORDINATES (ANGSTROEM)
C  0.370  0.367  2.925
N  0.795  -0.315  1.684
C  0.181  -0.130  0.505
C  0.809  -0.816  -0.695
O  -0.828  0.559  0.364
H  0.432  -0.327  3.763
H  -0.659  0.715  2.861
H  1.056  1.191  3.123
H  1.507  -1.035  1.797
H  1.212  -1.797  -0.434
H  1.577  -0.185  -1.142
H  0.085  -1.101  -1.460
C  2.924  -2.526  -3.273
N  3.728  -3.604  -3.869
C  4.190  -4.650  -3.160
C  5.101  -5.677  -3.870
O  4.048  -4.730  -1.950
H  3.424  -1.706  -2.759
H  2.278  -2.978  -2.518
H  2.232  -2.126  -4.012
H  3.880  -3.591  -4.865
H  6.141  -5.411  -3.688
H  4.887  -5.693  -4.939
H  4.863  -6.656  -3.460
C  4.308  -1.715  0.108
N  3.821  -3.058  0.356
C  2.893  -3.327  1.260
C  2.419  -4.762  1.313
O  2.493  -2.475  2.062
H  3.420  -1.093  -0.002
H  4.903  -1.685  -0.802
H  4.859  -1.291  0.948
H  4.180  -3.782  -0.252
H  1.336  -4.702  1.420
H  2.916  -5.304  2.115
H  2.627  -5.254  0.363
C  -4.485  1.612  1.613
N  -4.040  1.905  2.977
C  -4.545  2.911  3.722
C  -3.853  3.128  5.116
O  -5.409  3.662  3.338
H  -5.402  1.029  1.714
H  -3.758  0.954  1.138
H  -4.632  2.504  1.008
H  -3.396  1.266  3.420
H  -4.152  4.077  5.561
H  -2.771  3.150  4.986
H  -4.153  2.399  5.869
C  -2.007  3.474  -2.057
N  -2.426  2.137  -1.684
C  -3.713  1.756  -1.827
C  -4.050  0.264  -1.796
O  -4.622  2.574  -1.864
H  -2.064  4.188  -1.233
H  -2.606  3.864  -2.878
H  -0.951  3.418  -2.321
H  -1.730  1.447  -1.441
H  -4.888  0.189  -1.104
H  -3.206  -0.371  -1.524
H  -4.443  -0.142  -2.728
C  1.191  2.138  -2.204
N  1.729  2.415  -0.882
C  2.870  1.908  -0.417
C  3.300  2.389  0.987
O  3.586  1.179  -1.064
H  1.806  1.492  -2.829
H  1.146  3.106  -2.703
H  0.241  1.616  -2.085
H  1.138  2.974  -0.289
H  3.453  1.561  1.676
H  2.508  3.004  1.421
H  4.150  3.066  0.920
C  -0.730  1.261  6.761
N  -0.914  -0.175  6.444
C  -1.718  -0.657  5.472
C  -1.613  -2.154  5.264
O  -2.379  0.049  4.747
H  -1.625  1.773  7.117
H  -0.429  1.804  5.865
H  0.000  1.452  7.545
H  -0.391  -0.807  7.026
H  -2.599  -2.609  5.194
H  -1.116  -2.616  6.118
H  -0.957  -2.263  4.401
C  -2.358  3.051  -5.864
N  -1.430  2.057  -5.363
C  -1.850  0.838  -5.000
C  -0.850  -0.222  -4.561
O  -3.040  0.529  -5.000
H  -1.910  3.869  -6.433
H  -2.805  3.628  -5.053
H  -3.070  2.583  -6.540
H  -0.484  2.348  -5.175
H  0.011  0.301  -4.138
H  -0.608  -0.850  -5.416
H  -1.355  -0.762  -3.763


No. 4
Here is a cluster of 5 separate species, C24H56NO9 in total in a non-equilibrium geometry from OMol25. Energies are from the ωB97M-V functional and the def2-TZVPD basis.

## Properties
Net charge = -1
Kohn-Sham gap = 4.02 eV
Maximum force = 1.7 eV Å⁻¹

CARTESIAN COORDINATES (ANGSTROEM)
C  1.113  -3.330  -3.683
C  1.531  -2.841  -2.293
C  0.345  -2.232  -1.533
C  0.809  -2.067  -0.068
N  0.114  -1.019  0.653
C  0.972  -0.207  1.567
C  0.476  -0.401  2.983
C  1.068  -1.691  3.610
C  2.642  -1.617  4.086
O  1.941  -2.346  2.883
H  0.837  -2.463  -4.282
H  0.284  -4.028  -3.625
H  1.967  -3.784  -4.187
H  2.313  -2.092  -2.392
H  1.857  -3.702  -1.709
H  -0.494  -2.928  -1.581
H  0.030  -1.274  -1.950
H  0.597  -3.030  0.411
H  1.888  -1.913  -0.072
H  -0.409  -0.438  0.014
H  0.772  0.851  1.333
H  -0.618  -0.567  2.997
H  0.758  0.409  3.658
H  0.410  -2.248  4.282
H  3.617  -1.674  3.604
H  2.588  -0.516  3.904
C  2.601  2.983  5.819
O  1.928  3.135  4.584
C  0.687  3.805  4.707
C  0.804  5.261  4.312
O  1.649  5.992  5.191
C  2.959  6.167  4.685
H  3.637  2.730  5.599
H  2.579  3.901  6.413
H  2.157  2.165  6.397
H  0.294  3.711  5.724
H  -0.016  3.313  4.027
H  -0.189  5.720  4.366
H  1.159  5.344  3.281
H  2.973  6.954  3.922
H  3.354  5.244  4.256
H  3.596  6.471  5.515
C  -6.897  -0.157  2.751
O  -5.834  -1.069  2.935
C  -4.856  -1.007  1.901
C  -3.647  -0.191  2.296
O  -3.981  1.180  2.496
C  -4.141  1.522  3.858
H  -7.428  -0.071  3.699
H  -6.538  0.832  2.457
H  -7.595  -0.529  1.991
H  -5.298  -0.609  0.982
H  -4.532  -2.033  1.703
H  -2.914  -0.232  1.487
H  -3.175  -0.606  3.190
H  -3.164  1.628  4.342
H  -4.731  0.778  4.398
H  -4.659  2.480  3.900
C  -2.082  -1.621  -5.871
O  -1.663  -2.927  -5.525
C  -2.717  -3.870  -5.495
C  -2.765  -4.706  -6.756
O  -3.075  -3.929  -7.903
C  -1.934  -3.576  -8.663
H  -1.194  -1.051  -6.141
H  -2.771  -1.624  -6.719
H  -2.562  -1.135  -5.015
H  -3.678  -3.372  -5.331
H  -2.533  -4.535  -4.645
H  -3.557  -5.455  -6.650
H  -1.817  -5.234  -6.895
H  -1.594  -4.429  -9.262
H  -1.115  -3.231  -8.029
H  -2.223  -2.769  -9.335
C  4.405  -0.024  -0.707
O  3.746  0.226  -1.943
C  2.493  0.879  -1.773
C  2.618  2.364  -2.037
O  3.450  3.020  -1.091
C  4.764  3.235  -1.557
H  5.448  -0.252  -0.934
H  4.363  0.841  -0.043
H  3.952  -0.877  -0.197
H  2.091  0.686  -0.770
H  1.800  0.440  -2.500
H  1.625  2.819  -1.955
H  2.989  2.540  -3.054
H  4.792  4.084  -2.253
H  5.170  2.350  -2.051
H  5.385  3.470  -0.693